# 1
The following is a DFT calculation (ωB97M-V/def2-TZVPD) of an isolated molecule of C3H10NOP in a non-equilibrium geometry.

Structure (XYZ):
```
16
Properties=species:S:1:pos:R:3:lowdin_charge:R:1
H -1.135 0.585 0.682 0.103
H 1.121 1.670 1.003 0.076
N -1.217 -1.686 -0.825 -0.224
H 1.296 0.837 -1.622 0.023
C 0.438 0.185 -1.768 -0.307
H 0.416 1.259 2.571 0.081
P 0.343 -1.092 -0.422 0.815
H 1.691 0.241 1.872 0.072
C 0.814 0.846 1.646 -0.126
H -1.150 -2.586 -1.295 0.024
H -0.089 -1.441 2.472 0.030
O -0.866 -1.101 2.024 -0.190
H -1.746 -1.827 0.038 0.023
H -0.485 0.763 -1.796 0.033
H 0.558 -0.335 -2.716 0.022
C -0.228 0.038 0.934 -0.456
```

Calculated values
E_LUMO: 1.133 eV
HOMO: -0.309 Eh
ΔE to the lowest compared entry with this formula, charge and spin: 35.34 kcal per mole
Kohn-Sham gap: 9.542 eV
largest force on an atom: 3.72 eV/Å
net charge: 0

***

# 2
The following is a DFT calculation (ωB97M-V/def2-TZVPD) of a cluster of 2 separate species, C3H10NOS in total in a non-equilibrium geometry.

Structure (XYZ):
```
16
Properties=species:S:1:pos:R:3:lowdin_charge:R:1
N 0.660 0.935 2.312 -0.052
H 0.777 1.607 -3.211 -0.017
H -1.892 -1.123 -0.852 0.055
O -0.118 1.279 -3.099 -0.215
H -1.642 -0.218 1.009 0.103
H 0.139 0.348 -2.679 -0.093
H 1.576 -0.169 0.731 0.119
C -0.675 -0.099 0.454 -0.354
H -0.871 0.801 -0.188 0.105
H 0.628 -1.147 1.758 0.115
H -0.946 -2.177 0.229 0.037
C -0.850 -1.357 -0.509 -0.775
S 0.471 -1.508 -1.693 0.266
C 0.510 -0.122 1.277 -0.379
H 0.637 1.812 1.800 0.043
H 1.597 1.138 2.662 0.043
```

Calculated values
E_LUMO: 3.972 eV
HOMO: -0.104 Eh
ΔE to the lowest compared entry with this formula, charge and spin: 29.55 kcal per mole
Kohn-Sham gap: 6.807 eV
largest force on an atom: 6.05 eV/Å
net charge: -1

***

# 3
The following is a DFT calculation (ωB97M-V/def2-TZVPD) of a cluster of 2 separate species, C3H10NOS in total in a non-equilibrium geometry.

Structure (XYZ):
```
16
Properties=species:S:1:pos:R:3:lowdin_charge:R:1
H -2.728 -1.647 0.282 0.128
H -1.498 0.925 0.414 0.025
H 0.618 -0.111 -1.604 0.055
S 0.282 -1.378 0.314 0.850
H 0.359 -2.631 -0.364 -0.025
H -2.190 -0.116 1.615 0.159
N -2.037 0.192 0.623 0.063
C -2.068 -0.886 -0.180 -0.040
O 0.582 1.548 0.690 -0.128
C 1.722 0.949 0.039 -0.308
C 1.277 -0.202 -0.791 -0.388
H 2.603 0.827 0.782 0.163
H 1.974 1.793 -0.651 0.138
H 2.146 -0.849 -1.154 0.121
H 0.894 2.328 1.180 0.114
H -1.934 -0.742 -1.196 0.072
```

Calculated values
E_LUMO: -4.470 eV
HOMO: -0.506 Eh
ΔE to the lowest compared entry with this formula, charge and spin: 52.77 kcal per mole
Kohn-Sham gap: 9.309 eV
largest force on an atom: 6.89 eV/Å
net charge: +1

***

# 4
The following is a DFT calculation (ωB97M-V/def2-TZVPD) of an isolated molecule of C3H10NP in a non-equilibrium geometry.

Structure (XYZ):
```
15
Properties=species:S:1:pos:R:3:lowdin_charge:R:1
H 0.498 -2.797 -0.600 -0.103
H 0.361 0.060 -2.069 0.007
H -0.784 1.960 0.629 0.065
H -0.217 -1.217 1.629 0.029
H -1.673 -0.619 0.826 0.146
H -1.304 1.256 -0.926 0.089
H 0.008 2.086 -1.048 0.085
C 0.170 0.257 0.049 -0.521
P 1.079 -1.956 -1.555 0.677
H 1.305 0.395 0.348 0.154
H 2.092 -1.667 -0.733 -0.128
N 0.212 -0.565 -1.287 -0.347
C -0.553 -0.363 1.177 -0.106
C -0.479 1.513 -0.262 -0.118
H -0.584 0.366 1.968 0.071
```

Calculated values
⟨S²⟩: 2.003
E_LUMO (alpha / beta): 1.165 / -2.976 eV
HOMO (alpha / beta): -0.148 / -0.348 Eh
ΔE to the lowest compared entry with this formula, charge and spin: 35.40 kcal per mole
multiplicity: 3
Kohn-Sham gap (alpha / beta): 5.192 / 6.504 eV
largest force on an atom: 4.55 eV/Å
net charge: 0